No. 1
A cluster of 13 separate species, C34H98N4O13 in total in a non-equilibrium geometry, computed with ωB97M-V with the def2-TZVPD basis set.

```
149
C34H98N4O13 ωB97M-V with the def2-TZVPD basis set
C 0.87359 -0.57056 0.47096
C -0.02987 -0.30116 1.66885
C 0.09250 1.05723 2.29929
O 1.38115 1.12418 2.85768
C 1.68363 2.46554 3.28932
N -1.40521 -0.51548 1.31405
H 1.92883 -0.40914 0.69121
H 0.61069 0.04674 -0.38807
H 0.80234 -1.62486 0.20359
H 0.37699 -0.98451 2.41423
H -0.74479 1.25786 2.96772
H 0.00529 1.77230 1.48128
H 1.68657 3.06668 2.38008
H 2.66546 2.44290 3.76216
H 0.97408 2.79003 4.05046
H -1.96367 -0.40845 2.14877
H -1.59091 -1.43726 0.94535
C -8.22411 9.76552 -1.62431
C -8.07563 9.89964 -0.07906
C -7.22740 8.72315 0.48660
O -5.88182 8.77447 0.05798
C -5.04761 7.78946 0.70657
N -7.38009 11.12766 0.12283
H -8.67808 8.82842 -1.94658
H -7.31716 9.96774 -2.19409
H -8.95853 10.50302 -1.94804
H -9.05827 9.96826 0.38763
H -7.61235 7.80625 0.04026
H -7.42248 8.71934 1.55899
H -4.02046 7.75048 0.34391
H -5.47849 6.79108 0.78194
H -4.89750 8.07117 1.74878
H -7.13921 11.11271 1.10359
H -6.47298 10.90722 -0.26273
C 1.71151 -4.29843 -7.83606
C 1.99700 -3.45804 -9.13851
C 1.01526 -2.35031 -9.43492
O 1.26385 -1.81612 -10.73830
C 0.63228 -0.60276 -11.04459
N 3.30596 -2.88028 -8.92617
H 2.46411 -5.08319 -7.75942
H 0.73936 -4.79138 -7.83847
H 1.76311 -3.67715 -6.94194
H 1.91193 -4.09486 -10.01904
H 1.05357 -1.58759 -8.65717
H 0.01666 -2.78725 -9.43419
H 1.24407 0.17769 -10.59214
H -0.42414 -0.59914 -10.77612
H 0.66371 -0.41948 -12.11862
H 3.11795 -2.00634 -8.45608
H 3.67538 -2.57385 -9.81483
C -6.50420 -4.18689 7.50992
C -5.30150 -3.41753 6.99845
C -4.08121 -4.35719 6.72506
O -3.48070 -4.88631 7.87641
C -2.63717 -6.00545 7.69130
N -5.69906 -2.67001 5.78065
H -7.29204 -3.50783 7.83593
H -6.23938 -4.89511 8.29502
H -6.84121 -4.76202 6.64751
H -4.98111 -2.82633 7.85631
H -3.41409 -3.68555 6.18472
H -4.29523 -5.10863 5.96506
H -1.91807 -5.83893 6.88927
H -3.23228 -6.89919 7.50373
H -2.06165 -6.14886 8.60580
H -6.45083 -2.05154 6.04979
H -6.25628 -3.23539 5.15618
C 3.25039 -1.16284 8.79515
C 4.50930 -0.20924 8.79484
O 5.22122 -0.18910 10.00601
H 2.50244 -0.94918 8.03157
H 2.69158 -1.21494 9.72955
H 3.58590 -2.17455 8.56718
H 4.16464 0.80237 8.58047
H 5.18441 -0.47730 7.98215
H 4.56983 -0.08485 10.70345
C -7.17323 2.94141 -4.08598
C -6.64505 2.14975 -2.87914
O -5.21182 2.04367 -2.99850
H -7.06176 2.44433 -5.04961
H -6.71640 3.91982 -4.23472
H -8.22901 3.18027 -3.95799
H -7.06679 1.14464 -2.87808
H -6.88884 2.63186 -1.93245
H -4.99770 1.35517 -2.36468
C -4.82356 -3.83683 -5.43741
C -5.70701 -4.63102 -4.48408
O -4.94474 -4.84252 -3.27750
H -4.16107 -4.57692 -5.88627
H -4.16722 -3.10595 -4.96504
H -5.36860 -3.30141 -6.21481
H -5.99177 -5.56951 -4.95970
H -6.63147 -4.08435 -4.29796
H -4.26929 -5.49210 -3.48584
C -1.26011 6.59709 -5.02253
C -0.96226 5.46860 -6.00062
O -0.42783 4.38355 -5.27846
H -0.42413 6.72819 -4.33547
H -2.13756 6.22851 -4.49116
H -1.49073 7.56506 -5.46741
H -0.26547 5.83156 -6.75616
H -1.90670 5.14875 -6.44089
H -1.16683 4.05214 -4.76307
C 10.49245 1.12511 4.35310
C 11.84313 0.63097 3.92293
O 12.69491 1.72316 4.10189
H 10.48975 1.29486 5.42979
H 9.75916 0.32061 4.29667
H 10.06178 1.98827 3.84558
H 11.74815 0.32069 2.88234
H 12.15009 -0.29352 4.41200
H 12.78897 1.80322 5.05391
C 3.20727 11.11264 1.08067
C 3.86293 10.89569 2.44351
O 4.45423 12.11812 2.83142
H 3.91219 11.54896 0.37298
H 2.42535 11.86004 1.21524
H 2.81295 10.22843 0.57990
H 4.63928 10.13098 2.41932
H 3.17400 10.56904 3.22248
H 5.20780 12.31336 2.26962
C 9.10713 -2.77729 -2.13973
C 10.25209 -3.75378 -1.92156
O 11.37301 -3.18355 -2.56541
H 9.35615 -1.87254 -1.58519
H 8.26232 -3.10709 -1.53507
H 8.88491 -2.55619 -3.18369
H 10.13366 -4.75046 -2.34665
H 10.57329 -3.83153 -0.88287
H 11.47332 -3.62653 -3.41118
C 4.07427 -6.96817 2.80810
C 4.03552 -8.47958 2.56981
O 3.35892 -9.17275 3.56054
H 3.10323 -6.67650 3.20825
H 4.33906 -6.36789 1.93766
H 4.82078 -6.75123 3.57215
H 5.00538 -8.97361 2.51173
H 3.61075 -8.61318 1.57490
H 3.21496 -10.04451 3.18517
C -1.73908 -9.23320 -0.24681
C -1.32439 -9.88160 -1.63095
O -1.87979 -9.06929 -2.67617
H -1.18294 -8.31141 -0.07611
H -1.47553 -9.90766 0.56789
H -2.79717 -9.03306 -0.07802
H -1.80387 -10.85504 -1.73405
H -0.26426 -10.02874 -1.83729
H -1.73890 -9.52477 -3.50941
```

Results
total charge: 0
total energy: -69416.927 eV
orbital gap: 9.6003 eV
HOMO energy: -9.257 eV

Here are the Löwdin charges for atoms 1 to 5, given in e: C -0.059; C -0.480; C -0.240; O -0.189; C -0.081

=====

No. 2
A cluster of 12 separate species, C34H99N7O15 in total in a non-equilibrium geometry, computed with ωB97M-V with the def2-TZVPD basis set.

```
155
C34H99N7O15 ωB97M-V with the def2-TZVPD basis set
C 5.69122 -15.68045 5.54191
O 4.39836 -15.22584 5.90371
C 3.42064 -16.22612 6.02350
C 1.97988 -15.56687 6.13239
C 1.87296 -14.56507 7.28987
N 1.01514 -16.67744 6.17643
H 5.80288 -15.63004 4.49347
H 5.92358 -16.60907 6.02026
H 6.40645 -14.95159 5.90886
H 3.40711 -16.84585 5.13612
H 3.61069 -16.85411 6.85319
H 1.95728 -14.84544 5.31980
H 2.67354 -13.81963 7.17720
H 2.06102 -15.02475 8.26818
H 0.97248 -14.01472 7.12134
H 0.07288 -16.35783 5.98385
H 0.91097 -17.05777 7.10506
C 5.66715 -18.78568 3.98715
O 5.45921 -20.05949 3.49685
C 6.20784 -20.37415 2.30917
C 6.68480 -21.79355 2.19186
C 7.25152 -21.98320 0.78765
N 5.65396 -22.77572 2.41290
H 5.08435 -18.80643 4.94238
H 5.24857 -18.00753 3.33909
H 6.69945 -18.53395 4.12679
H 5.49365 -20.22899 1.48395
H 7.01765 -19.64203 2.31346
H 7.40340 -21.94624 2.98621
H 6.58393 -21.79575 -0.01009
H 7.48357 -23.04066 0.59846
H 8.15681 -21.33872 0.65308
H 5.32648 -23.20975 1.59243
H 4.97647 -22.55976 3.11964
C 2.35828 -17.56421 10.06147
O 1.16430 -17.77065 9.30950
C 0.11706 -18.04077 10.15748
C 0.13441 -19.22510 11.06332
C 0.21215 -20.54740 10.23569
N -1.07832 -19.23488 11.87706
H 2.38282 -16.62631 10.58291
H 3.14624 -17.67485 9.32854
H 2.65911 -18.33888 10.82374
H -0.03692 -17.09583 10.66486
H -0.75549 -18.09125 9.51515
H 1.04799 -19.17003 11.70912
H -0.53940 -20.50777 9.49741
H 0.11823 -21.39668 10.89642
H 1.23094 -20.53588 9.81108
H -1.93844 -19.35198 11.35527
H -1.24678 -18.39434 12.42045
C 6.92188 -22.21654 10.73246
O 5.51577 -22.10861 10.94383
C 5.15640 -21.40603 12.09052
C 3.61866 -21.34025 12.14982
C 3.21411 -20.48349 13.34908
N 2.97079 -22.60168 12.30066
H 7.07614 -22.62183 9.75554
H 7.31057 -22.94775 11.48506
H 7.40341 -21.22178 10.83963
H 5.55078 -21.89629 12.95891
H 5.56891 -20.41814 12.01293
H 3.21083 -20.90855 11.24642
H 3.20459 -21.04630 14.26465
H 2.19030 -20.22734 13.18911
H 3.91151 -19.59354 13.41750
H 3.38937 -23.08323 13.10374
H 2.93168 -23.16082 11.46396
C 0.67683 -24.45635 10.41394
O -0.36899 -25.35565 10.17752
C -0.83668 -25.36685 8.86215
C 0.21122 -25.88661 7.85222
C -0.26580 -25.76920 6.45517
N 0.60914 -27.25237 8.19334
H 0.90969 -24.25523 11.43222
H 0.36593 -23.52077 9.89789
H 1.61638 -24.84859 9.98266
H -1.72466 -25.94824 8.84804
H -1.06535 -24.35404 8.52572
H 1.04376 -25.21532 7.93685
H -0.78225 -24.83446 6.33886
H -0.87492 -26.55152 6.03149
H 0.55766 -25.87568 5.74278
H 1.33468 -27.61487 7.57664
H 1.08780 -27.29540 9.10960
C 6.46406 -23.09553 6.21559
O 5.42501 -22.72833 7.14399
C 4.76944 -21.54099 6.63455
C 3.52721 -21.17450 7.38387
C 2.36932 -22.20520 7.26879
N 3.16656 -19.68395 7.06618
H 5.93208 -23.46189 5.35739
H 6.97603 -23.98120 6.66506
H 7.11686 -22.24189 6.00980
H 5.51250 -20.77988 6.64604
H 4.52076 -21.80613 5.58123
H 3.85286 -21.02288 8.41219
H 2.06618 -22.22777 6.21340
H 1.61067 -21.90948 7.94265
H 2.77189 -23.13094 7.67233
H 2.89865 -19.64419 6.07400
H 2.32169 -19.31467 7.58864
C 10.10200 -23.56889 9.39357
O 9.48381 -22.64088 8.54067
C 10.13368 -21.38508 8.67745
C 9.32070 -20.29131 8.00083
C 9.56927 -20.08769 6.45265
N 9.58124 -19.06569 8.65730
H 9.84680 -23.40682 10.44016
H 11.21935 -23.47783 9.32714
H 9.91355 -24.53140 8.95095
H 10.20504 -21.16287 9.75666
H 11.17354 -21.42031 8.30591
H 8.25549 -20.53996 8.08635
H 9.74027 -21.01926 5.91262
H 10.48490 -19.48971 6.43401
H 8.74234 -19.55538 5.93004
H 9.12672 -18.25050 8.24917
H 9.47153 -19.07293 9.62518
O 3.25423 -26.11256 7.58551
C 4.18319 -27.15569 7.33892
C 4.07654 -27.37834 5.84115
O 4.14108 -26.16085 5.08461
H 3.50865 -25.47123 8.26701
H 5.17629 -26.85805 7.67325
H 3.97064 -28.07818 7.93271
H 3.07308 -27.82611 5.53049
H 4.85740 -28.08487 5.44790
H 3.54429 -25.47516 5.43807
O 2.89814 -20.83912 4.00591
C 2.06309 -20.32173 3.02724
C 1.13105 -19.29056 3.49724
O 1.77727 -18.03605 3.67509
H 3.81935 -20.55812 3.86019
H 2.66815 -19.79782 2.29037
H 1.52098 -21.09047 2.53807
H 0.58601 -19.67113 4.34797
H 0.36437 -19.14738 2.72493
H 1.40282 -17.56576 4.45501
O 5.78295 -18.37074 7.72971
C 6.09707 -18.91932 9.01975
C 6.37813 -17.84853 10.06820
O 7.24761 -18.32258 11.04319
H 4.89334 -18.75745 7.51505
H 5.30692 -19.55616 9.36128
H 7.04397 -19.52901 8.96323
H 5.45814 -17.41323 10.51886
H 6.88568 -17.06490 9.50722
H 7.31391 -17.63769 11.72333
O 7.71190 -24.61113 3.48459
H 7.49996 -25.55794 3.54560
H 6.99114 -24.06269 3.16634
O 4.38305 -24.22040 9.27414
H 4.80649 -23.67822 9.95030
H 4.69404 -23.83461 8.44739
```

Results
total charge: 0
SMILES: COC[C@H](C)N.COC[C@H](C)N.COC[C@H](C)N.COC[C@H](C)N.COC[C@H](C)N.COC[C@H](C)N.COC[C@H](C)N.OCCO.OCCO.OCCO.O.O
total energy: -78001.115 eV
orbital gap: 8.8230 eV
HOMO energy: -8.487 eV

Here are the Löwdin charges for atoms 1 to 5, given in e: C -0.086; O -0.175; C -0.190; C -0.372; C -0.057